(1)
12
Properties=species:S:1:pos:R:3:lowdin_charge:R:1 method="wB97M-V/def2-TZVPD" relative_energy_kcal_mol=26.84 orbital_gap_ha=0.2097 charge=+2 max_force_ha_per_bohr=0.04850 lumo_ev=-14.66
Al 16.800 9.400 -41.152 1.454
B 17.301 8.213 -43.852 -0.054
H 16.200 8.029 -43.295 0.070
H 16.954 7.989 -44.994 0.165
H 17.867 9.276 -43.829 0.065
H 17.959 7.433 -43.230 0.081
O 16.499 10.379 -38.558 -0.070
H 16.798 10.224 -37.650 0.100
H 16.709 11.308 -38.727 0.070
O 14.667 7.599 -41.772 -0.075
H 14.007 7.680 -42.475 0.094
H 14.406 6.806 -41.281 0.101

(2)
19
Properties=species:S:1:pos:R:3:lowdin_charge:R:1 method="wB97M-V/def2-TZVPD" relative_energy_kcal_mol=0.00 orbital_gap_ha="0.1719 / 0.1552" charge=+4 max_force_ha_per_bohr=0.04048 spin_multiplicity=2 lumo_ev="-22.35 / -22.24"
Al -0.988 -0.076 -0.049 1.390
O 1.057 -2.184 0.484 0.099
H 1.544 -2.234 1.306 0.103
H 1.470 -2.838 -0.080 0.123
O -0.252 2.747 -0.741 0.112
H 0.196 3.249 -1.422 0.125
H -0.717 3.405 -0.224 0.106
O 1.158 0.375 -2.089 0.118
H 2.036 0.009 -1.990 0.121
H 1.228 0.968 -2.838 0.127
O -1.135 1.977 2.040 0.104
H -0.368 2.547 2.094 0.106
H -1.853 2.510 2.382 0.134
O -0.328 -1.046 2.703 0.283
H -0.878 -1.724 3.094 0.162
H 0.443 -1.006 3.268 0.158
O -0.905 -1.966 -2.356 0.310
H -1.310 -2.831 -2.417 0.168
H -0.401 -1.880 -3.166 0.152

(3)
43
Properties=species:S:1:pos:R:3:lowdin_charge:R:1 method="wB97M-V/def2-TZVPD" relative_energy_kcal_mol=19.45 orbital_gap_ha=0.1338 charge=+3 max_force_ha_per_bohr=0.03300 lumo_ev=-15.81
Al 0.287 -0.241 -0.142 1.626
O -0.023 0.341 2.835 -0.039
H 0.241 1.137 3.295 0.071
H -0.393 -0.219 3.518 0.064
O 0.366 4.331 -1.326 -0.020
H 0.526 4.828 -2.128 0.087
H 1.238 4.169 -0.966 0.054
O 0.427 -1.085 -3.059 -0.039
H 1.235 -0.973 -3.559 0.076
H -0.253 -1.198 -3.723 0.070
O 0.729 -3.276 -1.152 -0.015
H 1.592 -3.562 -1.453 0.067
H 0.111 -3.746 -1.712 0.068
O -1.919 -1.451 -1.638 -0.025
H -2.224 -1.114 -2.480 0.067
H -2.187 -2.370 -1.636 0.077
O 3.100 -1.186 -0.795 -0.033
H 3.531 -2.040 -0.796 0.075
H 3.788 -0.568 -1.041 0.058
O -2.350 0.813 0.942 0.002
H -2.823 0.349 1.632 0.013
H -2.654 1.718 1.009 0.080
O -1.958 -2.207 1.434 -0.042
H -2.151 -2.750 2.198 0.070
H -2.572 -2.509 0.764 0.051
O -3.681 0.142 3.453 -0.024
H -4.175 -0.079 4.243 0.073
H -2.943 -0.468 3.454 0.010
O 2.733 1.015 1.459 -0.040
H 2.903 1.899 1.783 0.068
H 3.367 0.465 1.920 0.068
O 2.438 1.400 -1.967 -0.037
H 2.095 1.742 -2.793 0.059
H 3.279 1.844 -1.855 0.072
O -0.218 2.623 0.558 -0.016
H -0.026 3.339 -0.048 -0.012
H -0.347 3.053 1.403 0.084
O 0.904 -2.543 1.714 -0.036
H 1.164 -2.395 2.623 0.068
H 0.787 -3.490 1.648 0.071
O -1.123 1.222 -2.263 -0.028
H -1.988 1.627 -2.197 0.086
H -0.837 1.411 -3.156 0.073

(4)
7
Properties=species:S:1:pos:R:3:lowdin_charge:R:1 method="wB97M-V/def2-TZVPD" relative_energy_kcal_mol=73.02 orbital_gap_ha=0.1548 charge=+3 max_force_ha_per_bohr=0.05734 lumo_ev=-23.25
Al -18.985 -9.686 -11.770 1.952
O -20.133 -11.492 -13.724 0.213
H -20.197 -11.118 -14.603 0.139
H -20.566 -12.343 -13.794 0.156
O -16.083 -9.144 -11.964 0.239
H -15.558 -8.784 -12.680 0.153
H -15.544 -9.016 -11.184 0.149